Density functional theory data (ωB97M-V with the def2-TZVPD basis set) for an isolated molecule of C4H9F3OSi.

Results
* structure (SMILES): CO[Si](C)(C)C(F)(F)F
* max |F|: 3.67 eV/A
* E_tot: -22371.9265 eV
* lowest unoccupied orbital energy: 0.62 eV
* frontier orbital gap: 10.719 eV
* energy above the lowest of the compared OMol25 structures with the same formula, charge and spin: 3.01 kcal per mole

Last columns: bonded neighbours and bond lengths (Å).
Cartesian coordinates (Å):
1 C 0.819 0.583 -2.404  O5 1.433, H10 1.191, H11 1.147, H12 1.077
2 C -1.928 0.378 0.202  Si9 1.855, H13 1.134, H14 1.188, H15 1.149
3 C 0.902 1.125 1.233  Si9 1.942, H16 1.135, H17 1.100, H18 1.108
4 C 0.122 -2.075 1.096  F6 1.370, F7 1.375, F8 1.362, Si9 2.271
5 O 0.393 -0.351 -1.404  C1 1.433, Si9 1.606
6 F 1.092 -2.943 0.672  C4 1.370
7 F 0.297 -1.866 2.443  C4 1.375
8 F -1.087 -2.685 0.951  C4 1.362
9 Si -0.128 -0.056 0.086  C2 1.855, C3 1.942, C4 2.271, O5 1.606
10 H 1.962 0.352 -2.644  C1 1.191
11 H 0.683 1.610 -1.912  C1 1.147
12 H 0.226 0.434 -3.291  C1 1.077
13 H -2.192 1.002 1.112  C2 1.134
14 H -2.232 1.036 -0.739  C2 1.188
15 H -2.530 -0.599 0.260  C2 1.149
16 H 1.193 2.071 0.677  C3 1.135
17 H 0.584 1.443 2.237  C3 1.100
18 H 1.824 0.541 1.426  C3 1.108